Record 1
A molecular structure, C26H46BrCsN3O2Si4, computed with ωB97M-V with the def2-TZVPD basis set.

Output
Frontier orbital gap (spin up / spin down) ... 0.141 / 0.112 Ha
DFT total energy ... -5085.13153 Eh
HOMO (spin up / spin down) ... -2.538 / -1.752 eV
Max |F| ... 2.90 eV/A

```
! RIJCOSX wB97M-V def2-TZVPD def2/J DEFGRID3
* xyz -1 1
Cs 0.000 0.000 0.000
Br -3.531 5.565 5.507
C -2.981 3.996 4.611
C -3.358 2.748 5.100
C -2.951 1.582 4.436
C -2.165 1.651 3.280
C -1.801 2.922 2.812
C -2.201 4.090 3.465
N -1.689 0.571 2.521
C -1.922 -0.717 2.793
C -1.587 -2.238 2.217
C -2.182 -3.202 3.042
C -2.041 -4.566 2.761
C -1.307 -4.976 1.657
C -0.731 -4.009 0.860
N -0.842 -2.687 1.095
H -3.969 2.668 5.995
H -3.269 0.635 4.854
H -1.189 2.995 1.914
H -1.897 5.055 3.070
H -2.540 -0.869 3.692
H -2.765 -2.925 3.915
H -2.508 -5.304 3.408
H -1.188 -6.028 1.424
H -0.146 -4.276 -0.016
C 4.169 0.208 -4.931
Si 3.033 0.690 -3.530
C 4.055 1.346 -2.118
C 1.838 1.987 -4.124
Si 1.888 -1.164 -2.846
Si 3.197 -2.823 -1.984
C 4.396 -2.111 -0.752
C 4.147 -3.621 -3.380
C 2.120 -4.108 -1.172
Si 0.283 -1.880 -4.303
C -0.903 -0.489 -4.658
C -0.623 -3.337 -3.583
C 1.111 -2.394 -5.897
H 4.717 1.082 -5.296
H 3.610 -0.208 -5.774
H 4.905 -0.535 -4.610
H 4.477 2.323 -2.375
H 4.890 0.682 -1.884
H 3.452 1.472 -1.213
H 2.355 2.939 -4.283
H 1.040 2.161 -3.396
H 1.381 1.704 -5.076
H 5.170 -1.517 -1.245
H 4.901 -2.911 -0.202
H 3.888 -1.475 -0.019
H 4.776 -2.894 -3.902
H 3.473 -4.077 -4.111
H 4.801 -4.409 -2.994
H 1.415 -3.653 -0.469
H 2.734 -4.821 -0.612
H 1.550 -4.678 -1.909
H -1.276 -0.036 -3.734
H -1.767 -0.858 -5.219
H -0.436 0.295 -5.259
H -0.963 -3.133 -2.563
H 0.007 -4.230 -3.564
H -1.506 -3.574 -4.185
H 1.630 -1.553 -6.366
H 0.367 -2.763 -6.610
H 1.836 -3.195 -5.730
O -3.752 0.909 -1.350
C -2.844 1.687 -1.796
O -1.597 1.662 -1.739
C -3.506 2.876 -2.553
N -5.040 2.703 -2.538
C -5.515 2.510 -3.921
C -4.275 2.085 -4.682
C -3.166 2.900 -4.035
H -3.284 3.822 -2.050
H -5.514 3.399 -1.961
H -5.091 1.796 -2.000
H -5.893 3.476 -4.267
H -6.313 1.764 -3.923
H -4.362 2.277 -5.755
H -4.091 1.013 -4.542
H -3.198 3.931 -4.407
H -2.179 2.490 -4.265
H 2.273 1.510 0.891
*
```


Record 2
A molecular structure, C21H22N3O8SeV, computed with ωB97M-V with the def2-TZVPD basis set.

Output
Energy relative to the best compared isomer or geometry (same formula, charge and spin) ... 0.0 kcal per mole
Frontier orbital gap ... 0.219 Ha
DFT total energy ... -4924.58531 Eh
HOMO ... -14.270 eV
Max |F| ... 0.61 eV/A

```
! RIJCOSX wB97M-V def2-TZVPD def2/J DEFGRID3
* xyz 2 1
V 0.622 0.350 -0.918
O 0.297 -1.830 0.927
C 1.310 -2.846 1.023
C 1.798 -3.216 -0.357
N 2.240 -2.023 -1.097
C 3.507 -1.469 -0.672
C 3.524 0.046 -0.559
O 4.360 0.753 -0.159
O 2.293 0.618 -1.076
C 2.069 -2.126 -2.533
C 1.008 -1.183 -3.070
O 0.906 -0.753 -4.164
O 0.061 -0.816 -2.075
H -0.578 -2.229 0.987
H 0.938 -3.729 1.540
H 2.110 -2.426 1.632
H 0.976 -3.662 -0.916
H 2.591 -3.969 -0.284
H 4.343 -1.729 -1.329
H 3.770 -1.828 0.323
H 1.760 -3.130 -2.834
H 2.985 -1.906 -3.085
C 2.338 2.867 -3.841
N 1.064 2.373 -4.355
C -0.038 2.103 -3.658
Se -0.333 2.363 -1.805
N -1.004 1.719 -4.497
C -0.521 1.729 -5.796
C -1.116 1.424 -7.016
C -0.317 1.562 -8.128
C 1.022 1.987 -8.037
C 1.611 2.288 -6.829
C 0.801 2.148 -5.704
H 2.282 2.951 -2.760
H 2.544 3.845 -4.271
H 3.128 2.171 -4.118
H -1.936 1.470 -4.203
H -2.146 1.102 -7.088
H -0.729 1.342 -9.103
H 1.601 2.083 -8.945
H 2.638 2.619 -6.764
O 1.892 -0.004 2.268
C 1.531 1.062 3.036
C 2.332 1.342 4.132
C 2.024 2.397 4.972
C 0.905 3.196 4.744
C 0.115 2.945 3.650
C 0.420 1.886 2.770
C -0.416 1.855 1.593
O -1.301 2.517 1.208
O 0.027 0.804 0.570
H 1.100 -0.496 1.979
H 3.184 0.704 4.321
H 2.658 2.592 5.827
H 0.665 4.008 5.414
H -0.745 3.565 3.435
*
```


Record 3
3 unconnected molecules or ions with the total composition C3H5ClO, computed with ωB97M-V with the def2-TZVPD basis set.

Output
Energy relative to the best compared isomer or geometry (same formula, charge and spin) ... 144.2 kcal per mole
Frontier orbital gap ... 0.345 Ha
DFT total energy ... -652.50344 Eh
HOMO ... -9.037 eV
Max |F| ... 5.25 eV/A

```
! RIJCOSX wB97M-V def2-TZVPD def2/J DEFGRID3
* xyz 0 1
C 1.971 0.252 1.677
C 0.186 -0.082 0.312
C -1.017 -0.367 -0.057
H 2.412 1.210 0.611
H 3.346 -0.579 1.792
H 1.459 0.842 2.651
H 0.712 0.596 -0.247
H -1.754 -0.857 0.484
O 0.896 -0.811 1.314
Cl -1.187 0.380 -1.612
*
```


Record 4
C5H7N in the gas phase, computed with ωB97M-V with the def2-TZVPD basis set.

Output
Energy relative to the best compared isomer or geometry (same formula, charge and spin) ... 127.9 kcal per mole
Frontier orbital gap (spin up / spin down) ... 0.334 / 0.266 Ha
DFT total energy ... -249.26945 Eh
HOMO (spin up / spin down) ... -8.814 / -7.086 eV
Max |F| ... 1.13 eV/A

```
! RIJCOSX wB97M-V def2-TZVPD def2/J DEFGRID3
* xyz 0 1
C 1.199 -0.271 0.498
C 0.678 0.986 -0.163
C 0.349 -0.845 -0.547
C -1.094 -0.365 -0.397
N -1.692 -0.707 0.830
C -0.714 1.051 -0.284
H 2.266 -0.442 0.348
H 0.930 -0.386 1.551
H 1.362 1.795 -0.408
H 0.740 -1.511 -1.314
H -1.717 -0.615 -1.262
H -0.980 -0.626 1.557
H -1.328 1.936 -0.408
*
```